Record 1
# C6H8N2

An isolated molecule of C6H8N2 in a non-equilibrium geometry (ωB97M-V/def2-TZVPD, the OMol25 dataset).

ORCA input file:
```
! RIJCOSX wB97M-V def2-TZVPD def2/J DEFGRID3
* xyz 0 1
N -0.432 -1.153 -1.166
N 1.456 -0.175 -1.967
C 0.448 -1.078 -2.084
C 1.882 1.583 -0.313
C -0.782 -0.014 0.926
C -1.856 -0.887 1.399
C 1.205 0.487 -0.722
C -0.046 -0.167 -0.224
H 2.418 2.079 -1.126
H -2.534 -1.255 0.584
H 0.480 -1.617 -2.982
H -0.443 0.800 1.673
H 1.720 2.235 0.587
H -1.328 -1.640 1.956
H -2.646 -0.439 1.934
H 2.306 -0.183 -2.410
*
```

E_HOMO, eV: -7.53
Energy above the lowest of the compared OMol25 structures with the same formula, charge and spin, kJ/mol: 166.5
Orbital gap, eV: 8.07
Structure (SMILES): C=c1[nH]cn/c1=C\C

---

Record 2
# C8H11F3O5

An isolated molecule of C8H11F3O5 in a non-equilibrium geometry (ωB97M-V/def2-TZVPD, the OMol25 dataset).

ORCA input file:
```
! RIJCOSX wB97M-V def2-TZVPD def2/J DEFGRID3
* xyz 0 1
F 1.815 -1.247 1.178
F 2.153 1.166 1.743
F 3.900 -0.151 0.800
O -2.114 0.814 2.967
O -1.973 -0.834 -3.709
O 1.986 2.094 -0.722
O -1.724 -2.217 -1.580
O -1.706 0.231 -1.471
C -0.641 -0.148 -0.482
C -1.835 -0.964 -2.371
C 0.705 -0.057 -1.400
C 2.025 0.593 -0.701
C -1.055 -1.739 -0.353
C 2.403 0.054 0.791
C -0.937 0.230 2.250
C -0.910 0.883 0.754
H 1.012 -1.098 -1.894
H -1.966 -1.713 0.413
H -0.314 -2.464 0.207
H 0.438 0.645 -2.329
H -2.967 0.582 2.498
H -0.010 0.502 2.931
H -1.996 1.346 0.573
H 2.951 0.318 -1.402
H 1.992 2.304 -1.705
H -1.060 -0.930 2.304
H -0.174 1.801 0.711
*
```

E_HOMO, eV: -10.65
Energy above the lowest of the compared OMol25 structures with the same formula, charge and spin, kJ/mol: 595.3
Orbital gap, eV: 10.88
Structure (SMILES): O=C1OC[C@@](CCO)(C[C@@H](O)C(F)(F)F)O1

---

Record 3
# C14H25N4OPd

C14H25N4OPd as an isolated structure (ωB97M-V/def2-TZVPD, the OMol25 dataset).

ORCA input file:
```
! RIJCOSX wB97M-V def2-TZVPD def2/J DEFGRID3
* xyz 1 3
Pd -0.563 0.171 0.438
O -1.655 -0.763 1.705
N -0.634 2.068 -0.795
N -1.993 -0.506 -1.333
N 1.444 0.499 -0.484
N 0.462 -2.009 -0.586
C 1.799 1.787 -0.541
C -0.761 -1.575 3.775
C -1.505 -1.709 -2.028
C 1.900 -1.900 -0.424
C -0.976 1.609 -2.156
C 4.085 1.196 -0.303
C 2.371 -0.459 -0.381
C 3.119 2.180 -0.451
C 0.660 2.765 -0.735
C 3.714 -0.138 -0.287
C -1.292 -0.370 3.028
C -2.481 0.278 3.706
C 0.002 -1.904 -1.965
C -2.193 0.704 -2.139
H 0.113 -2.848 -0.143
H 5.129 1.469 -0.211
H 2.448 -2.393 -1.239
H -0.107 1.075 -2.542
H 0.513 -1.053 -2.422
H -2.841 -0.731 -0.833
H -2.833 1.139 3.137
H -1.988 -2.569 -1.560
H 0.641 3.494 0.074
H -1.818 -1.706 -3.077
H 0.106 -2.000 3.265
H -1.154 2.461 -2.819
H 0.840 3.324 -1.660
H 0.266 -2.784 -2.564
H -3.298 -0.442 3.777
H -1.534 -2.343 3.832
H 2.203 -2.406 0.494
H 4.455 -0.923 -0.204
H -1.359 2.685 -0.449
H -2.473 0.463 -3.170
H -2.225 0.610 4.713
H 3.387 3.228 -0.495
H -3.034 1.249 -1.705
H -0.463 -1.309 4.791
H -0.480 0.383 2.966
*
```

E_HOMO (alpha / beta), eV: -11.31 / -11.38
⟨S²⟩: 2.007
Energy above the lowest of the compared OMol25 structures with the same formula, charge and spin, kJ/mol: 9.2
Orbital gap (alpha / beta), eV: 8.88 / 7.76

---

Record 4
# C17H16CrN8O2S2

C17H16CrN8O2S2 as an isolated structure (ωB97M-V/def2-TZVPD, the OMol25 dataset).

ORCA input file:
```
! RIJCOSX wB97M-V def2-TZVPD def2/J DEFGRID3
* xyz 0 5
Cr 0.657 -0.360 0.139
S 3.731 -0.634 -1.264
S 0.961 -0.579 2.499
O 3.478 0.400 -2.245
O 4.659 -1.681 -1.584
N 2.320 -1.242 -0.716
N -1.138 -0.815 4.081
N -1.285 -0.251 0.687
N 5.599 1.964 3.728
N 1.998 -2.579 -2.659
N 0.530 -2.636 -0.770
N -1.746 -0.483 1.941
N -0.233 0.236 -1.699
C -1.798 0.510 -3.958
C 1.198 -3.439 -3.267
C 3.674 1.314 0.668
C -0.424 0.614 -4.042
C -0.266 -3.463 -1.437
C 4.287 0.155 0.205
C 0.023 -3.921 -2.707
C 4.109 1.917 1.829
C -2.125 -0.128 -0.273
C -0.743 -0.624 2.806
C 5.809 0.229 2.058
C 1.639 -2.208 -1.422
C 0.331 0.467 -2.886
C 5.186 1.380 2.541
C -1.578 0.137 -1.616
C 5.360 -0.382 0.900
C -2.388 0.267 -2.725
H -3.461 0.177 -2.618
H -0.457 -1.091 4.765
H 0.076 0.801 -4.982
H 6.525 1.741 4.049
H 1.501 -3.744 -4.264
H -1.164 -3.782 -0.916
H 2.862 1.764 0.109
H -3.191 -0.220 -0.089
H 5.832 -1.281 0.528
H -0.625 -4.608 -3.229
H 5.326 2.917 3.887
H 1.415 0.515 -2.899
H -2.413 0.613 -4.843
H -2.114 -0.976 4.260
H 3.616 2.810 2.194
H 6.646 -0.192 2.603
*
```

E_HOMO (alpha / beta), eV: -7.80 / -8.04
⟨S²⟩: 6.020
Orbital gap (alpha / beta), eV: 7.17 / 7.25

---

Record 5
# C26H24N11O2Y

C26H24N11O2Y as an isolated structure in a non-equilibrium geometry (ωB97M-V/def2-TZVPD, the OMol25 dataset).

ORCA input file:
```
! RIJCOSX wB97M-V def2-TZVPD def2/J DEFGRID3
* xyz 0 1
Y 0.795 0.809 -0.793
O -2.931 1.353 -2.936
O 0.562 3.455 2.612
N -0.445 -1.090 0.690
N 4.496 0.432 -3.448
N -1.174 -1.669 2.958
N 2.619 0.570 -1.925
N -0.083 -0.705 -2.457
N -0.446 -3.417 1.447
N 2.250 0.676 1.173
N -1.032 1.672 -1.629
N -2.551 -2.278 1.069
N 6.340 -1.020 -4.187
N 0.352 2.505 0.502
C -1.619 -2.445 -3.973
C -2.290 5.185 -1.381
C -1.316 -0.358 -2.853
C -1.860 -1.292 0.257
C 3.224 -0.189 1.471
C -1.852 1.014 -2.470
C 2.478 1.619 3.353
C 0.407 -1.882 -2.856
C -1.830 -3.547 0.979
C -0.750 4.734 0.405
C 0.846 2.637 1.747
C 3.852 -0.220 2.700
C 1.898 1.588 2.092
C 3.460 0.697 3.668
C -0.476 -2.948 2.836
C -1.291 2.994 -1.193
C -2.137 3.889 -1.847
C -0.490 -0.692 2.129
C -1.604 5.605 -0.255
C 0.225 -2.418 0.632
C -0.570 3.431 -0.051
C 5.463 -0.360 -3.819
C -2.542 -1.836 2.463
C -2.115 -1.207 -3.606
C 3.544 0.472 -2.662
C -0.322 -2.785 -3.606
H -2.341 -4.292 1.591
H -0.212 5.068 1.277
H 0.118 -3.727 -3.901
H 1.430 -2.098 -2.565
H -2.381 -0.335 0.318
H 3.508 -0.876 0.681
H -0.997 0.273 2.207
H -3.100 -0.864 -3.886
H 2.143 2.374 4.050
H -1.866 -1.638 -0.776
H -2.948 5.867 -1.904
H -1.726 6.614 0.116
H -2.225 -3.133 -4.547
H -3.068 -0.883 2.543
H -1.826 -3.889 -0.058
H 0.530 -0.589 2.498
H -2.674 3.564 -2.722
H 1.254 -2.306 0.983
H 0.232 -2.762 -0.403
H 0.549 -2.835 3.196
H 4.635 -0.939 2.892
H 3.921 0.696 4.646
H -3.054 -2.578 3.078
H -0.986 -3.693 3.449
*
```

E_HOMO, eV: -7.69
Orbital gap, eV: 7.13

---

Record 6
# C6H12N2O

A 2-piece molecular cluster, C6H12N2O overall in a non-equilibrium geometry (ωB97M-V/def2-TZVPD, the OMol25 dataset).

ORCA input file:
```
! RIJCOSX wB97M-V def2-TZVPD def2/J DEFGRID3
* xyz 0 1
O 1.427 1.150 -4.047
N 0.631 0.041 0.951
N -0.031 0.438 3.025
C -0.695 -1.999 -0.856
C -0.708 -0.260 1.007
C -1.109 -0.035 2.329
C -1.484 -0.829 -0.134
C 0.653 1.082 -2.840
C 1.045 0.407 2.142
H 0.138 -2.234 -0.211
H 2.038 0.581 2.407
H -0.373 1.246 -3.151
H 1.050 1.806 -2.076
H -2.551 -1.085 0.025
H -2.049 -0.090 2.779
H 2.353 1.042 -3.766
H -1.345 -2.878 -0.840
H 0.728 0.168 -2.309
H -1.584 -0.122 -0.984
H -0.308 -1.698 -1.811
H -0.073 0.415 4.033
*
```

E_HOMO, eV: -8.53
Energy above the lowest of the compared OMol25 structures with the same formula, charge and spin, kJ/mol: 136.2
Orbital gap, eV: 9.34
Structure (SMILES): CCc1c[nH]cn1.CO

---

Record 7
# C2H3NO2S2

An isolated molecule of C2H3NO2S2 in a non-equilibrium geometry (ωB97M-V/def2-TZVPD, the OMol25 dataset).

ORCA input file:
```
! RIJCOSX wB97M-V def2-TZVPD def2/J DEFGRID3
* xyz 0 1
S -0.737 0.940 0.645
S -0.071 -1.715 -1.045
O -1.179 2.100 0.044
O -0.935 0.839 2.069
N -1.451 -1.252 -0.200
C 0.923 0.583 -0.023
C 1.149 -0.538 -0.643
H 2.050 -0.669 -1.402
H -1.394 -1.696 0.744
H 1.643 1.409 -0.190
*
```

E_HOMO (alpha / beta), eV: -9.11 / -9.10
Energy above the lowest of the compared OMol25 structures with the same formula, charge and spin, kJ/mol: 386.4
Orbital gap (alpha / beta), eV: 7.59 / 7.59